(1)
Molecular formula: C5H10O
Method: DFT, ωB97M-V with the def2-TZVPD basis set

Element x y z (Å)
C (1.4018, 1.0158, -0.2944)
C (1.4476, -0.4447, 0.1272)
C (0.4608, -1.0682, 1.0730)
C (0.3556, -1.4354, -0.1638)
C (-2.0349, -0.0680, -1.0444)
O (-2.1628, 1.0718, -0.6735)
H (1.8846, 1.1484, -1.2705)
H (0.3799, 1.4007, -0.3674)
H (1.9463, 1.6397, 0.4253)
H (2.4704, -0.8352, 0.1596)
H (0.1433, -1.1658, 2.0999)
H (-0.8792, 0.9255, 1.9024)
H (-0.1060, -2.0832, -0.8941)
H (-1.4895, -0.3220, -1.9738)
H (-2.4572, -0.9240, -0.4847)
H (-1.3607, 1.1447, 1.3792)

The energy above the lowest of the compared OMol25 structures with the same formula, charge and spin is 4.710 eV. Its LUMO energy is 0.71 eV. Its SMILES is CC1C=C1.[H][H].C=O. The value obtained for the calculated total energy is -271.5795 a.u. The HOMO-LUMO gap comes out at 10.25 eV. The max |F| is 0.01177 Eh/bohr.

=====

(2)
Molecular formula: C5H10O
Method: DFT, ωB97M-V with the def2-TZVPD basis set

Element x y z (Å)
C (1.4937, -0.8945, -0.2363)
C (0.3957, -0.3225, 0.6602)
C (0.1567, 1.1824, 0.4435)
C (-0.9712, 1.0282, -0.5847)
C (-1.3672, -0.3318, -0.0226)
O (-1.5577, -1.4231, -0.7564)
H (1.5588, -1.9862, -0.1687)
H (1.3162, -0.6392, -1.2868)
H (2.4670, -0.4830, 0.0546)
H (0.4920, -0.6465, 1.6995)
H (-0.2101, 1.6543, 1.3600)
H (1.0418, 1.7299, 0.1046)
H (-1.7653, 1.7801, -0.5791)
H (-0.5964, 0.8997, -1.6041)
H (-1.9251, -0.2402, 0.9283)
H (-0.4915, -1.2626, 0.0162)

The energy above the lowest of the compared OMol25 structures with the same formula, charge and spin is 4.179 eV. Its LUMO energy is 1.00 eV. The value obtained for the calculated total energy is -271.5990 a.u. The HOMO-LUMO gap comes out at 9.80 eV. The max |F| is 0.00716 Eh/bohr.

=====

(3)
Molecular formula: C5H10O
Method: DFT, ωB97M-V with the def2-TZVPD basis set

Element x y z (Å)
C (-1.6663, -1.1651, -0.6303)
C (-0.0129, -0.8389, -0.3490)
C (0.2726, 0.5679, 0.0841)
O (-0.6412, 1.3053, -0.6674)
C (0.8118, 1.0799, 1.3882)
C (1.7556, 0.8428, 0.2332)
H (-1.6292, -1.8346, -1.4850)
H (-2.5858, -0.5489, -0.8914)
H (-1.9974, -1.6631, 0.2699)
H (0.4396, -0.9159, -1.3458)
H (0.4565, -1.5917, 0.3081)
H (-1.2940, 0.5436, -0.7946)
H (0.5956, 2.1265, 1.5913)
H (0.8869, 0.4511, 2.2723)
H (2.1937, 1.6685, -0.3134)
H (2.4145, -0.0275, 0.3300)

The energy above the lowest of the compared OMol25 structures with the same formula, charge and spin is 2.703 eV. Its LUMO energy is 1.02 eV. Its SMILES is CCC1(O)CC1. The value obtained for the calculated total energy is -271.6533 a.u. The HOMO-LUMO gap comes out at 10.09 eV. The max |F| is 0.04758 Eh/bohr.

=====

(4)
Molecular formula: C5H10O
Method: DFT, ωB97M-V with the def2-TZVPD basis set

Element x y z (Å)
C (-1.2916, 0.6441, -0.8372)
C (-0.4492, -0.3045, 0.0363)
C (-1.1281, -0.4454, 1.4073)
C (0.9669, 0.2877, 0.1349)
O (1.1108, 1.3273, 0.7429)
C (2.1703, -0.2831, -0.6310)
H (-0.7957, 0.8964, -1.7800)
H (-1.4944, 1.5812, -0.3060)
H (-2.2507, 0.1735, -1.0747)
H (-0.4054, -1.2840, -0.4528)
H (-1.1237, 0.5099, 1.9427)
H (-0.6463, -1.1946, 2.0429)
H (-2.1736, -0.7479, 1.2693)
H (3.0065, -0.5537, 0.0301)
H (1.9583, -1.1433, -1.2714)
H (2.5459, 0.5362, -1.2534)

The energy above the lowest of the compared OMol25 structures with the same formula, charge and spin is 0.158 eV. Its LUMO energy is 1.02 eV. Its SMILES is CC(=O)C(C)C. The value obtained for the calculated total energy is -271.7468 a.u. The HOMO-LUMO gap comes out at 10.54 eV. The max |F| is 0.00921 Eh/bohr.